1.
DFT (ωB97M-V with the def2-TZVPD basis set) results for a gas-phase ion, C11H17F2N2O4 (charge -1) at a distorted geometry.

Summary:
SMILES: CN(C)C(=O)CN(CC(=O)F)[C@H](CCCF)C(=O)[O-]
HOMO-LUMO gap: 7.344 eV
Multiplicity: 1
Total charge: -1
HOMO: -4.48 eV

Geometry as XYZ:
```
36
C11H17F2N2O4, DFT ωB97M-V with the def2-TZVPD basis set
C 3.6310 -0.4598 -0.6093
N 2.7448 0.3112 0.3041
C 2.0660 -0.5230 1.3320
C 1.8458 1.2605 -0.3876
O 1.8642 2.4580 0.0534
C 0.9014 0.9647 -1.6606
N -0.3568 0.2362 -1.3988
C -0.2262 -1.2071 -1.1114
C 0.9377 -2.0184 -1.8183
O 1.1635 -1.9451 -3.0582
F 1.8024 -2.9514 -1.1141
C -1.1634 0.7969 -0.2753
C -2.6575 0.2436 -0.1353
C -3.1590 0.5122 1.3967
C -2.5769 -0.6869 2.3333
F -3.1476 -1.9776 1.9381
C -1.3003 2.4127 -0.2708
O -1.0866 3.1035 0.7989
O -1.6185 3.0092 -1.4801
H 3.9155 -1.4698 -0.1181
H 3.2615 -0.5714 -1.6848
H 4.6337 0.1236 -0.6761
H 1.1768 0.0074 1.8528
H 1.7495 -1.5678 0.9877
H 2.8401 -0.6918 2.1826
H 1.5809 0.4991 -2.4704
H 0.6490 2.0045 -2.1120
H -0.1803 -1.4630 0.0232
H -1.2125 -1.7076 -1.4699
H -0.6083 0.5422 0.7173
H -2.8095 -0.8725 -0.3063
H -3.3190 0.8689 -0.8532
H -2.7343 1.4756 1.8423
H -4.2971 0.5423 1.4927
H -2.8867 -0.5327 3.4348
H -1.4234 -0.7265 2.3207
```

natural (NBO) atomic charge list, values in e, 8 entries: -0.43 -0.53 -0.43 0.66 -0.50 -0.35 -0.43 -0.34


2.
DFT (ωB97M-V with the def2-TZVPD basis set) results for a molecular structure, C11H17F3O10SV at a distorted geometry.

Summary:
HOMO-LUMO gap (spin up / spin down): 7.335 / 5.357 eV
Multiplicity: 5
Total charge: -1
HOMO (spin up / spin down): -4.65 / -5.01 eV

Geometry as XYZ:
```
43
C11H17F3O10SV, DFT ωB97M-V with the def2-TZVPD basis set
V 13.9765 -16.3894 -9.4649
C 12.9844 -19.0723 -12.5043
C 13.2794 -18.0822 -11.4170
O 13.9790 -18.4377 -10.5011
O 13.0455 -16.8948 -11.4932
H 13.8156 -19.7658 -12.6320
H 12.7842 -18.6710 -13.4978
H 12.1185 -19.6481 -12.1776
C 11.0264 -13.3689 -10.0786
C 12.4402 -13.8256 -10.0589
O 12.9101 -14.4451 -9.0395
O 13.0896 -13.7012 -11.1147
H 10.4061 -13.4795 -9.1892
H 10.4181 -14.0211 -10.7053
H 11.0696 -12.3905 -10.5570
C 18.1031 -15.7842 -10.7388
C 17.0282 -15.5307 -9.7858
O 15.7322 -15.2630 -10.3055
H 17.9530 -16.7199 -11.2773
H 19.0378 -15.7685 -10.1782
H 17.9624 -14.9690 -11.4485
H 17.2760 -14.5814 -9.3110
H 17.0119 -16.4644 -9.2236
C 16.6109 -16.0981 -5.1447
F 16.9858 -17.3184 -4.6845
F 16.7743 -15.1728 -4.1214
F 17.5266 -15.7846 -6.0615
S 14.7820 -16.0526 -5.8520
O 14.3511 -14.6108 -5.8332
O 14.7857 -16.4682 -7.2953
O 13.9844 -16.9032 -4.9928
O 12.2297 -17.0437 -8.1434
C 11.2125 -17.1547 -7.5102
O 10.2998 -16.2041 -7.3845
C 9.3180 -16.3970 -6.4222
C 9.3395 -17.9212 -6.2688
C 10.7642 -18.2836 -6.4666
H 8.3514 -16.0126 -6.7479
H 9.8433 -15.8570 -5.6345
H 8.6160 -18.3073 -6.9868
H 9.0124 -18.3512 -5.3221
H 10.8123 -19.2483 -6.9717
H 11.3547 -18.4682 -5.5692
```

natural (NBO) atomic charge list, values in e, 8 entries: 1.40 -0.71 0.76 -0.77 -0.72 0.22 0.22 0.22